{"formula": "C6H14P2", "method": "ωB97M-V with the def2-TZVPD basis set", "gap_ev": [6.617, 6.887], "s2": 2.07, "lumo_ha": [-0.0338, -0.0493], "multiplicity": 3, "charge": 0, "e_above_lowest_kj_mol": 178.01, "species": ["C", "C", "C", "C", "C", "C", "P", "P", "H", "H", "H", "H", "H", "H", "H", "H", "H", "H", "H", "H", "H", "H"], "coordinates": [[1.94270, 0.40270, 0.22115], [-1.22297, 0.84602, 0.80092], [-0.63418, -0.37791, -1.37786], [-1.27276, -1.64711, 0.62634], [0.85364, -0.48675, 0.62824], [-0.59023, -0.35742, 0.17278], [4.11345, -1.20240, -0.02062], [2.12480, 2.15529, 0.13546], [-1.12003, 1.08549, 1.87772], [-2.29512, 0.89418, 0.68253], [-0.76441, 1.73550, 0.32922], [-0.83682, 0.58501, -1.87960], [-1.43514, -1.11098, -1.61993], [0.30424, -0.68960, -1.91193], [-2.39843, -1.73473, 0.50586], [-0.72335, -2.44783, 0.16350], [-0.93662, -1.73816, 1.73614], [0.84507, -0.61438, 1.69229], [1.11392, -1.40043, 0.26384], [4.96559, 0.05662, 0.31904], [1.55818, 2.36677, -1.09544], [3.41085, 2.17817, -0.41925]]}

---

{"formula": "C32H65Br24GaNO3S", "method": "ωB97M-V with the def2-TZVPD basis set", "gap_ev": 6.073, "lumo_ha": 0.0480, "charge": -1, "e_above_lowest_kj_mol": 203.17, "species": ["C", "C", "O", "C", "C", "O", "C", "C", "O", "C", "Ga", "N", "C", "S", "H", "H", "H", "H", "H", "H", "H", "H", "H", "H", "H", "H", "H", "H", "H", "H", "H", "Br", "C", "C", "Br", "H", "H", "H", "H", "Br", "C", "C", "Br", "H", "H", "H", "H", "Br", "C", "C", "Br", "H", "H", "H", "H", "Br", "C", "C", "Br", "H", "H", "H", "H", "Br", "C", "C", "Br", "H", "H", "H", "H", "Br", "C", "C", "Br", "H", "H", "H", "H", "Br", "C", "C", "Br", "H", "H", "H", "H", "Br", "C", "C", "Br", "H", "H", "H", "H", "Br", "C", "C", "Br", "H", "H", "H", "H", "Br", "C", "C", "Br", "H", "H", "H", "H", "Br", "C", "C", "Br", "H", "H", "H", "H", "Br", "C", "C", "Br", "H", "H", "H", "H"], "coordinates": [[-2.11340, -0.27618, 0.33062], [-1.45174, -1.17124, -0.70225], [-2.21079, -1.22926, -1.89318], [-1.41678, -1.30091, -3.04590], [-0.75831, -0.01243, -3.47673], [-1.67571, 0.97522, -3.86098], [-1.27098, 2.28639, -3.55220], [-2.28993, 3.04028, -2.69804], [-3.61921, 2.73221, -3.03792], [-4.14766, 1.77016, -2.05736], [-5.90165, 0.87200, -2.58921], [-7.18244, 2.08626, -3.54331], [-8.11284, 1.51234, -3.98113], [-9.39401, 0.73323, -4.58647], [-1.93672, -0.64150, 1.33022], [-3.16505, -0.21619, 0.09950], [-1.74254, 0.73491, 0.24152], [-1.38025, -2.16490, -0.26550], [-0.45767, -0.79591, -0.92055], [-0.67540, -2.09585, -2.96758], [-2.07996, -1.59250, -3.85112], [-0.15495, -0.25856, -4.35068], [-0.05171, 0.30606, -2.71036], [-0.29842, 2.32799, -3.07135], [-1.17944, 2.83636, -4.48837], [-2.16368, 4.11672, -2.80605], [-2.07188, 2.80686, -1.65896], [-4.20146, 2.30227, -1.11000], [-3.41603, 0.98295, -2.02191], [-5.54769, -0.39411, -3.50678], [-6.60836, 0.36589, -1.22732], [0.80173, 0.42722, -6.80264], [2.73284, 0.59445, -6.70132], [3.28538, -0.16339, -5.52726], [2.94976, 0.75038, -3.84031], [2.95520, 1.65604, -6.66734], [3.11368, 0.17775, -7.62800], [4.36733, -0.24550, -5.60704], [2.85163, -1.15405, -5.43175], [4.92802, -0.15414, -9.60010], [3.38742, -0.71423, -10.65494], [2.90510, 0.39074, -11.55546], [1.90763, 1.72734, -10.55406], [2.62504, -1.04407, -9.95573], [3.73688, -1.56433, -11.23659], [2.20537, 0.00367, -12.29285], [3.71603, 0.90425, -12.06091], [0.94006, 5.07872, -2.78569], [2.02217, 4.96631, -1.17473], [2.74562, 3.64976, -1.08218], [1.55408, 2.20566, -0.55165], [1.35709, 5.13906, -0.33495], [2.73452, 5.78545, -1.24843], [3.50916, 3.68986, -0.30796], [3.19980, 3.35454, -2.02299], [-7.27522, 3.78425, 1.36203], [-7.71424, 5.39921, 0.36252], [-7.35809, 5.22960, -1.08886], [-5.43843, 5.34900, -1.34954], [-7.18452, 6.21974, 0.83251], [-8.78656, 5.54022, 0.48631], [-7.79001, 6.02818, -1.68857], [-7.66643, 4.26898, -1.49274], [-0.28438, -2.30130, 1.73267], [-1.09969, -1.63696, 3.37199], [-2.07981, -0.52754, 3.09412], [-1.17842, 1.14457, 2.69061], [-0.28844, -1.33299, 4.02396], [-1.60792, -2.49489, 3.80653], [-2.68038, -0.32454, 3.97929], [-2.73385, -0.74012, 2.25418], [-5.94421, 9.72939, 1.83354], [-5.72477, 9.09009, 3.65878], [-4.71980, 7.97235, 3.73865], [-5.45621, 6.30244, 3.07257], [-6.70834, 8.79233, 4.00632], [-5.38473, 9.95292, 4.22788], [-4.44939, 7.77992, 4.77508], [-3.82222, 8.17291, 3.16286], [-1.31704, 4.51441, 4.80501], [-0.12312, 4.07479, 6.27446], [0.61897, 2.79192, 6.01470], [-0.52526, 1.23962, 6.24991], [-0.73355, 4.03748, 7.17081], [0.57754, 4.90448, 6.34589], [1.42900, 2.66786, 6.72952], [1.01787, 2.73221, 5.00671], [1.60161, -5.67431, 4.28626], [0.42961, -5.99486, 5.80576], [-0.67800, -4.98053, 5.87398], [-0.04153, -3.26666, 6.54486], [1.05491, -5.99512, 6.69234], [0.02512, -6.99059, 5.64997], [-1.44172, -5.29940, 6.57988], [-1.13548, -4.79236, 4.90768], [3.96223, 4.39394, 6.60785], [4.08877, 3.62996, 8.39341], [5.10758, 2.52492, 8.45069], [4.43304, 0.89601, 7.62936], [3.09297, 3.29374, 8.66410], [4.37958, 4.45500, 9.03985], [5.32468, 2.26182, 9.48355], [6.03005, 2.77863, 7.93956], [7.98914, -2.80526, -4.58068], [6.06563, -2.56954, -4.39749], [5.30254, -3.55082, -5.24588], [5.33267, -3.05818, -7.13101], [5.85181, -1.53760, -4.65076], [5.85401, -2.73352, -3.34345], [4.25097, -3.55702, -4.96680], [5.69960, -4.55785, -5.17850], [2.81430, -9.57802, 4.33211], [1.38227, -10.62014, 3.52403], [0.10368, -9.83641, 3.40874], [-0.80568, -9.69942, 5.12596], [1.27020, -11.51861, 4.12139], [1.75290, -10.88631, 2.53649], [-0.59845, -10.35070, 2.75668], [0.25922, -8.82443, 3.04794], [5.14062, -6.14228, 0.25942], [5.26135, -6.96608, 2.01776], [6.34453, -8.01025, 2.06920], [5.80084, -9.64935, 1.17299], [4.27971, -7.36947, 2.24548], [5.48554, -6.15157, 2.70299], [6.54371, -8.29757, 3.09941], [7.26664, -7.68610, 1.59899]]}

---

{"formula": "CHFI2S", "method": "ωB97M-V with the def2-TZVPD basis set", "gap_ev": 8.065, "lumo_ha": -0.0401, "charge": 0, "smiles": "FC=S.II", "e_above_lowest_kj_mol": 22.79, "species": ["F", "C", "S", "H", "I", "I"], "coordinates": [[-1.88081, -1.18646, -0.71360], [-0.73167, -1.49608, -1.36060], [0.68596, -0.88437, -0.90642], [-1.01698, -2.14835, -2.12795], [0.78395, 3.70893, 3.19413], [2.15955, 2.00633, 1.91444]]}

---

{"formula": "C6H14N2O2", "method": "ωB97M-V with the def2-TZVPD basis set", "gap_ev": 9.601, "lumo_ha": 0.0191, "charge": 0, "smiles": "CNC(C)=O.CNC(C)=O", "e_above_lowest_kj_mol": 286.46, "species": ["C", "N", "C", "C", "O", "H", "H", "H", "H", "H", "H", "H", "C", "N", "C", "C", "O", "H", "H", "H", "H", "H", "H", "H"], "coordinates": [[-0.00980, 2.63149, 1.93539], [-0.65306, 1.79549, 0.93590], [-0.36925, 2.10674, -0.41101], [-1.35625, 1.95135, -1.55301], [0.68750, 2.70691, -0.61512], [0.04850, 2.14140, 2.83503], [1.05841, 2.73697, 1.64424], [-0.39536, 3.70981, 1.91787], [-1.60354, 1.53853, 1.21050], [-1.30744, 2.94887, -1.99778], [-1.13105, 1.16040, -2.34911], [-2.33116, 1.68567, -1.12442], [1.61071, -1.87727, -1.56078], [0.42091, -1.48215, -0.66400], [0.05009, -2.49851, 0.30075], [-0.67868, -2.06567, 1.43963], [0.39410, -3.66041, -0.02646], [2.27682, -1.81361, -0.62594], [1.63435, -2.88026, -2.00126], [1.62084, -0.93261, -2.10929], [0.09798, -0.57319, -0.64066], [-1.34356, -1.25060, 1.15300], [-1.03646, -2.86775, 2.12756], [-0.09706, -1.65780, 2.28371]]}

---

{"formula": "C20H19N2NiO7P", "method": "ωB97M-V with the def2-TZVPD basis set", "gap_ev": [8.477, 8.715], "s2": 2.00, "lumo_ha": [-0.0098, -0.0094], "multiplicity": 3, "charge": 0, "e_above_lowest_kj_mol": 9.95, "species": ["Ni", "O", "C", "O", "C", "C", "C", "C", "C", "N", "C", "O", "O", "H", "H", "H", "H", "O", "C", "O", "C", "C", "C", "C", "C", "C", "C", "C", "C", "N", "H", "H", "H", "H", "H", "H", "C", "P", "C", "C", "O", "H", "H", "H", "H", "H", "H", "H", "H", "H"], "coordinates": [[0.82055, 0.33221, -0.28629], [1.31798, 3.53548, -3.28534], [1.01867, 2.65674, -2.32180], [0.79378, 1.49175, -2.52853], [0.99248, 3.26567, -0.95714], [1.17943, 4.60514, -0.67657], [1.13882, 4.99773, 0.66044], [0.93018, 4.05256, 1.64924], [0.76883, 2.72380, 1.27180], [0.78226, 2.37183, -0.00019], [0.54572, 1.56917, 2.25264], [0.26949, 1.85975, 3.41011], [0.61101, 0.41005, 1.72709], [1.35128, 3.04313, -4.11934], [1.35790, 5.31089, -1.47399], [1.28114, 6.03818, 0.92069], [0.89699, 4.30028, 2.70063], [4.70643, -0.50951, -0.65849], [3.49197, -0.44334, -0.56507], [2.76104, 0.60156, -0.54886], [2.71512, -1.76060, -0.47887], [3.43579, -2.97064, -0.38839], [2.74952, -4.13930, -0.30708], [1.33548, -4.12056, -0.34565], [0.55859, -5.30192, -0.28882], [-0.80229, -5.24197, -0.35329], [-1.44497, -3.99213, -0.48622], [-0.72226, -2.83444, -0.53668], [0.68804, -2.87254, -0.45622], [1.40187, -1.70291, -0.50141], [4.51353, -2.90715, -0.37823], [3.26432, -5.08891, -0.21927], [1.06801, -6.25349, -0.19709], [-1.39103, -6.14871, -0.31147], [-2.52533, -3.95794, -0.55554], [-1.18926, -1.86867, -0.65532], [-2.40302, -0.24902, 1.97585], [-2.42961, 0.54087, 0.36835], [-2.67012, 2.29952, 0.65631], [-3.92512, -0.05709, -0.43216], [-1.24245, 0.27034, -0.51442], [-3.37664, -0.10888, 2.44956], [-1.61828, 0.14816, 2.61940], [-2.21175, -1.31465, 1.83913], [-3.58748, 2.48744, 1.21425], [-2.71255, 2.81236, -0.30478], [-1.82287, 2.68076, 1.22688], [-4.80477, 0.13422, 0.18218], [-3.83063, -1.13115, -0.59462], [-4.03581, 0.43595, -1.39742]]}